1.
Computed, not measured: a molecular structure, C10H12N4, with ωB97M-V/def2-TZVPD.

```
! wB97M-V def2-TZVPD RIJCOSX def2/J DEFGRID3
* xyz 2 1
C 1.16487 1.96690 -3.31932
C 2.06044 1.88811 -2.25490
C -0.22823 1.76992 -3.03287
C 1.76152 1.42497 -0.96714
C -0.56930 1.27395 -1.74889
C 0.32550 1.10677 -0.66886
C -2.05346 -0.43187 1.30423
C 0.96820 -1.78543 1.85940
C -1.09213 -2.73645 2.06783
C -0.06318 0.73644 0.68497
N -1.11417 -1.42105 1.44273
N 0.14781 -1.01199 1.21644
N 0.32279 -2.85757 2.28713
N -1.45636 0.68590 0.87672
H 1.58494 2.32044 -4.21505
H 3.03224 2.18590 -2.53962
H -1.03681 1.70453 -3.69443
H 2.48967 1.49013 -0.22098
H -1.64052 1.02194 -1.78238
H -3.10938 -0.39265 1.48124
H 2.04627 -1.64996 1.74470
H -1.63691 -2.68590 2.99883
H -1.52539 -3.62066 1.61145
H 0.65856 1.12520 1.36254
H 0.91112 -3.60847 2.82341
H -1.94807 1.50088 0.68281
*
```

Calculated values
LUMO: -0.30151 hartree
Kohn-Sham gap: 7.810 eV

---

2.
Computed, not measured: a gas-phase ion, C10H12NO2 (charge +1), with ωB97M-V/def2-TZVPD.

```
! wB97M-V def2-TZVPD RIJCOSX def2/J DEFGRID3
* xyz 1 1
C -1.87151 -0.57661 -1.58110
N -2.00589 -0.24187 -0.04088
C -1.96079 1.20401 0.20651
C -0.27982 1.72051 0.08399
O 0.01410 2.99178 0.22268
C 0.71196 0.75752 0.15026
C 2.04732 1.10926 -0.23883
C 3.01579 0.13976 -0.22777
C 2.77069 -1.16478 0.18072
C 1.45228 -1.58733 0.46853
C 0.42389 -0.68320 0.32141
C -0.98230 -1.02309 0.69157
O -1.28677 -0.67988 2.04784
H -1.73695 -1.66703 -1.76662
H -2.89502 -0.33517 -2.05117
H -0.94360 -0.20039 -1.92639
H -2.79663 -0.60769 0.47538
H -2.72493 1.84817 -0.17457
H -0.69804 3.47693 -0.07805
H 2.54584 2.13728 -0.26783
H 3.97395 0.37794 -0.63270
H 3.67490 -1.89229 0.28485
H 1.25751 -2.60396 0.93940
H -1.15615 -2.13741 0.46791
H -0.54983 -0.36247 2.44485
*
```

Calculated values
LUMO (spin up / spin down): -0.17308 / -0.17324 hartree
Kohn-Sham gap (spin up / spin down): 7.039 / 6.999 eV
structure (SMILES): C[N@@H+]1C=C(O)c2ccccc2[C@H]1O

---

3.
Computed, not measured: a single C10H12NO2P molecule, with ωB97M-V/def2-TZVPD.

```
! wB97M-V def2-TZVPD RIJCOSX def2/J DEFGRID3
* xyz 0 1
C -0.76549 2.55833 -0.25962
C -0.36867 1.84997 1.02379
P -0.86983 0.09354 1.23868
O -2.32304 -0.17398 1.05696
N 0.02470 -0.59737 2.75582
C 0.73869 -1.70940 2.52209
O 1.28898 -2.34798 3.42308
C 0.90661 -1.92052 1.09012
C 1.69273 -2.91944 0.50462
C 1.88280 -2.84614 -0.84314
C 1.13900 -1.98564 -1.67553
C 0.11837 -1.19721 -1.07002
C -0.91259 -0.50217 -1.97591
C 0.13605 -1.14740 0.29771
H -0.77158 1.92021 -1.11055
H -1.75551 2.90968 -0.18701
H -0.10268 3.46035 -0.43308
H -0.84155 2.47390 1.77691
H 0.68934 1.75184 1.14628
H -0.14522 -0.18885 3.64102
H 2.25218 -3.68484 0.94070
H 2.49828 -3.54661 -1.28852
H 1.19046 -1.98118 -2.83139
H -1.32390 -1.40623 -2.47943
H -1.49523 0.00309 -1.18823
H -0.33099 0.15212 -2.56794
*
```

Calculated values
LUMO: 0.00618 hartree
Kohn-Sham gap: 9.664 eV
structure (SMILES): CC[P@]1(=O)NC(=O)c2cccc(C)c21

---

ΔE to the lowest compared entry with this formula, charge and spin across the listed records, respectively: 19.5 85.9 0.0 kcal per mole.
E across the listed records, respectively: -16504.8425 -16138.6733 -25439.0863 eV.